[1]
DFT (the ωB97M-V functional and the def2-TZVPD basis) results for a cluster of 10 separate species, C4H27N2O11 in total in a non-equilibrium geometry.

Cartesian coordinates (Å):
O  0.55372  2.63113  -1.69413
C  0.64647  1.56215  -1.04565
N  1.72153  1.58425  -0.22242
C  2.22948  0.49536  0.55318
C  -0.42261  0.54086  -1.04629
N  -0.87454  -0.03493  0.20196
C  -0.83271  -1.52447  0.21842
O  0.39012  -2.04666  -0.11192
H  2.30505  2.35705  -0.44908
H  3.28682  0.60273  0.66076
H  2.18177  -0.49576  0.12543
H  1.75098  0.30025  1.51537
H  -1.24793  0.99806  -1.58721
H  -0.15605  -0.33031  -1.65163
H  -0.46498  0.38565  1.02434
H  -1.63655  -1.82076  -0.47536
H  -1.14260  -1.75979  1.24508
H  -0.13794  4.18745  -0.99788
H  -1.04436  4.07940  0.16932
O  -0.53459  4.74099  -0.28877
H  0.25712  -2.33519  -1.61022
H  0.95444  -3.26423  -2.70739
O  0.37583  -2.50165  -2.60800
H  0.77469  -1.86711  2.81777
H  0.02832  -2.13955  4.07762
O  -0.06599  -1.62532  3.27411
H  -0.57851  0.21542  -4.00557
H  -0.51423  1.49851  -3.33667
O  -0.24974  1.10577  -4.18707
H  -0.07462  0.31603  3.24944
H  -1.35472  1.24067  3.15894
O  -0.39775  1.21587  3.10075
H  2.60300  -2.22027  1.52017
H  1.09297  -2.52894  0.96472
O  1.74326  -2.54228  1.81667
H  -2.47583  -0.74741  2.25743
H  -1.91799  -1.16857  3.62250
O  -2.70232  -0.82077  3.17214
H  -4.33464  1.10819  -0.20317
H  -3.08648  0.76257  -0.96587
O  -3.99422  1.03501  -1.10344
H  2.65442  -0.09505  -3.43230
H  1.91330  -0.77496  -2.53042
O  2.77860  -0.31939  -2.48565

The strongest force on any atom is 0.0698 hartree/bohr. As for the LUMO energy: 2.749 eV. The calculation puts the molecular weight at 279.26 Da. The calculation puts the calculated total energy at -30091.1653 eV. The calculation puts the frontier orbital gap at 8.78 eV. The HOMO energy is -6.03 eV. The net charge is -1.

***

[2]
DFT (the ωB97M-V functional and the def2-TZVPD basis) results for the molecule C22H26N2O4.

Cartesian coordinates (Å):
C  2.27118  1.92703  1.44704
O  1.49658  0.77252  1.20683
C  1.71348  -0.34422  1.96265
C  2.45182  -0.32279  3.13340
C  2.62805  -1.49313  3.85610
C  2.11820  -2.67818  3.38963
C  1.37561  -2.72466  2.20151
O  1.02977  -3.98330  1.85063
C  0.61479  -4.32423  0.54878
C  1.12237  -1.53931  1.49576
C  0.13646  -1.48855  0.37231
O  -0.95252  -2.02741  0.44417
N  0.53433  -0.79236  -0.73262
C  -0.22686  -0.69549  -1.90687
C  -0.70267  -1.84309  -2.53279
C  -1.36857  -1.75104  -3.73984
C  -1.54729  -0.51858  -4.34686
C  -1.10797  0.62961  -3.71278
C  -0.47826  0.55526  -2.47729
C  -0.03467  1.79411  -1.76074
O  1.15341  2.05516  -1.62326
N  -1.01948  2.58875  -1.29014
C  -2.41855  2.21374  -1.28351
C  -2.75324  1.22861  -0.15922
C  -2.69801  1.85080  1.23352
C  -1.38520  2.57389  1.53680
C  -1.26343  3.91633  0.81037
C  -0.65812  3.80602  -0.59422
H  2.11726  2.55362  0.56939
H  1.93958  2.45405  2.34676
H  3.33311  1.68241  1.53174
H  2.87554  0.59748  3.49972
H  3.18858  -1.46977  4.77807
H  2.27547  -3.60619  3.91464
H  1.19883  -3.79066  -0.20771
H  -0.44760  -4.11602  0.39870
H  0.79558  -5.39623  0.46000
H  1.25325  -0.08832  -0.61877
H  -0.53943  -2.80242  -2.06797
H  -1.73105  -2.64761  -4.21973
H  -2.03597  -0.45060  -5.30702
H  -1.25083  1.59556  -4.17701
H  -3.00609  3.12732  -1.16945
H  -2.68167  1.75988  -2.24093
H  -2.06345  0.38553  -0.20751
H  -3.75715  0.83612  -0.33275
H  -3.52738  2.55379  1.35332
H  -2.83731  1.05108  1.96365
H  -1.34145  2.75695  2.61290
H  -0.54672  1.92890  1.27486
H  -2.25163  4.37885  0.75750
H  -0.62671  4.59073  1.38629
H  0.43237  3.80860  -0.53715
H  -0.96860  4.66886  -1.19725

The strongest force on any atom is 0.0131 hartree/bohr. As for the LUMO energy: 0.763 eV. The calculation puts the molecular weight at 382.46 Da. The calculation puts the calculated total energy at -34406.6861 eV. The calculation puts the frontier orbital gap at 9.17 eV. The HOMO energy is -8.40 eV. The net charge is 0.

***

[3]
DFT (the ωB97M-V functional and the def2-TZVPD basis) results for a structure of composition C19H43O2P3STc in a non-equilibrium geometry.

Cartesian coordinates (Å):
Tc  0.23152  0.00550  0.72640
P  1.73302  -0.91196  2.22890
P  1.84440  1.73506  0.52622
P  -0.38479  -2.24764  0.33960
H  -0.09499  2.54304  -6.44208
C  -0.87130  1.83519  -6.12939
C  -1.85747  2.19583  -5.27598
H  -1.75908  3.06298  -4.62042
C  3.12235  -1.75643  1.36697
C  2.68968  0.10911  3.44249
C  1.22468  -2.18331  3.46556
C  1.54810  2.87147  -0.85867
C  1.57670  2.88445  1.93069
C  3.65859  1.54991  0.40429
C  -1.64581  -2.41874  -0.97764
C  -1.32708  -3.19697  1.61252
C  0.80172  -3.51992  -0.27193
H  -0.94150  0.89570  -6.69576
H  -2.83943  1.70205  -5.34415
H  3.93190  -1.92596  2.08972
H  3.48504  -1.13776  0.54133
H  2.79832  -2.71749  0.96245
H  3.34497  -0.57165  4.01110
H  1.98768  0.59267  4.13808
H  3.30265  0.88352  2.96516
H  0.98441  -3.14718  3.00574
H  0.34800  -1.82167  4.02024
H  2.04289  -2.33825  4.18211
H  2.33548  3.63802  -0.87611
H  0.57086  3.34832  -0.72728
H  1.55526  2.32400  -1.80769
H  2.52624  3.25866  2.32352
H  1.00669  2.41580  2.73841
H  0.99146  3.73323  1.55551
H  4.10038  2.54472  0.28441
H  3.89235  0.95500  -0.48506
H  4.11653  1.05573  1.26267
H  -2.01442  -3.45565  -1.00839
H  -1.21543  -2.16927  -1.95310
H  -2.48772  -1.74422  -0.77961
H  -1.94310  -3.94893  1.10002
H  -1.98967  -2.51148  2.15642
H  -0.67314  -3.71047  2.32218
H  0.29847  -4.17068  -0.99903
H  1.18036  -4.14177  0.54946
H  1.64070  -3.03407  -0.78137
C  -0.98647  0.63811  -2.05098
C  0.08465  0.07798  -2.81986
C  -0.21945  -0.86143  -3.79317
C  -1.54827  -1.03020  -4.19293
C  -2.57243  -0.29641  -3.59526
C  -2.30696  0.64118  -2.61325
O  -0.83559  0.97504  -0.79204
H  1.31103  0.02953  -0.56687
H  1.12892  0.30295  -2.56204
H  0.59487  -1.41324  -4.27023
H  -1.75778  -1.70318  -5.02882
H  -3.58187  -0.43011  -3.96034
H  -3.04494  1.30573  -2.18657
C  -3.37109  2.51302  2.08560
S  -2.66289  0.85827  1.99593
C  -2.81870  0.41486  3.74304
O  -1.11356  1.16279  1.86045
H  -2.85181  3.09892  2.85246
H  -4.43274  2.42231  2.34383
H  -3.26715  2.96659  1.09282
H  -3.88359  0.41795  4.00050
H  -2.41391  -0.59597  3.88476
H  -2.27671  1.14682  4.35447

Its multiplicity is 4. The expectation value of S² is 4.05. The strongest force on any atom is 0.0712 hartree/bohr. As for the LUMO energy (alpha / beta): -13.661 / -15.851 eV. The calculation puts the molecular weight at 526.54 Da. The calculation puts the calculated total energy at -65351.3252 eV. The calculation puts the frontier orbital gap (alpha / beta) at 7.05 / 4.71 eV. The HOMO energy (alpha / beta) is -20.72 / -20.56 eV. The net charge is +4.

***

[4]
DFT (the ωB97M-V functional and the def2-TZVPD basis) results for a structure of composition C2H2FGdO2 in a non-equilibrium geometry.

Cartesian coordinates (Å):
F  -1.91326  -1.20506  -0.57295
C  -1.48036  -0.18252  0.02218
C  -1.31811  1.02090  0.19937
H  -1.68330  2.03979  0.16655
O  1.21372  -1.16857  -0.59684
O  2.17632  -0.62281  0.36561
H  1.86986  -0.93865  1.22671
Gd  1.13514  1.05691  -0.81062

Its multiplicity is 8. The expectation value of S² is 16.11. The strongest force on any atom is 0.0468 hartree/bohr. As for the LUMO energy (alpha / beta): -10.470 / -13.932 eV. The calculation puts the molecular weight at 234.28 Da. The calculation puts the calculated total energy at -29727.7673 eV. The calculation puts the frontier orbital gap (alpha / beta) at 10.04 / 6.46 eV. The HOMO energy (alpha / beta) is -20.51 / -20.39 eV. The net charge is +2.